Density functional theory data (ωB97M-V/def2-TZVPD) for one molecule with the formula C6H12O.

Positions of all 19 atoms, in Å:
H  2.1069  0.6619  -1.9015
C  2.1632  1.3189  -1.0383
H  3.1741  1.5819  -0.7380
H  -1.9450  -0.9319  -0.2433
C  -1.7178  -2.2968  1.3933
H  1.5132  1.3577  1.0719
H  -0.8227  0.7496  0.6479
C  1.1166  2.3777  -0.8612
C  -0.0816  0.3242  -0.0483
H  -2.8130  -2.3317  1.3997
H  -1.3493  -3.3147  1.5440
O  0.0556  -1.0561  0.2255
H  0.3060  2.3899  -1.5875
C  -1.2164  -1.6828  0.0891
H  1.3926  3.3587  -0.4879
H  -1.1538  -2.4411  -0.7027
H  -1.3988  -1.6884  2.2442
C  1.1498  1.1832  0.0614
H  -0.4797  0.4400  -1.0683

SMILES: CCOCC1CC1
Frontier orbital gap: 10.8 eV
HOMO energy: -9.60 eV
ΔE to the lowest compared entry with this formula, charge and spin: 40.9 kcal per mole